Record 1
Here is a 3-piece molecular cluster, C16H23N2O8P overall in a non-equilibrium geometry from the Open Molecules 2025 dataset. Energies are from ωB97M-V/def2-TZVPD.

Each line ends with the Löwdin charge.
Element x y z (Å)
N 1.10 2.37 2.37  -0.306
P 0.90 1.05 3.21  0.718
C -0.83 0.53 3.37  -0.347
C -1.14 -0.83 3.43  -0.064
C -2.46 -1.26 3.56  0.026
C -3.42 -0.27 3.63  -0.091
C -3.12 1.08 3.57  -0.086
C -1.81 1.51 3.44  0.012
C -4.37 1.86 3.65  -0.391
O -4.51 3.04 3.69  0.151
N -5.45 0.92 3.65  0.188
C -4.90 -0.36 3.79  -0.418
O -5.50 -1.37 4.01  0.129
H 1.56 3.06 2.95  -0.046
H 1.51 -0.07 2.63  0.001
H 1.37 1.14 4.54  0.007
H -0.35 -1.57 3.36  0.103
H -2.74 -2.30 3.61  0.127
H -1.56 2.56 3.39  0.120
H -6.14 1.12 4.36  0.164
C 0.18 1.20 -1.82  -0.055
C -0.34 -0.18 -2.16  -0.206
O -1.21 -0.68 -1.13  0.034
C -2.45 -0.21 -1.14  -0.612
O -2.92 0.55 -1.94  0.129
O -3.09 -0.73 -0.09  -0.002
C -4.43 -0.26 0.08  -0.033
H 0.66 1.20 -0.84  0.073
H 0.91 1.52 -2.56  0.078
H -0.63 1.93 -1.78  0.078
H 0.48 -0.88 -2.23  0.116
H -0.86 -0.18 -3.12  0.123
H -5.02 -0.39 -0.83  0.098
H -4.42 0.79 0.38  0.099
H -4.87 -0.85 0.88  0.087
C 4.71 -3.24 -2.68  -0.065
C 3.81 -2.59 -3.72  -0.212
O 3.58 -1.21 -3.43  0.028
C 4.57 -0.38 -3.78  -0.613
O 5.60 -0.70 -4.31  0.125
O 4.22 0.86 -3.43  0.002
C 5.22 1.84 -3.68  -0.037
H 4.31 -3.08 -1.68  0.081
H 4.79 -4.31 -2.87  0.080
H 5.71 -2.81 -2.72  0.076
H 2.82 -3.05 -3.70  0.121
H 4.21 -2.70 -4.72  0.123
H 5.56 1.80 -4.71  0.095
H 6.06 1.71 -3.00  0.099
H 4.75 2.81 -3.49  0.093

Results
Structure (SMILES): N=[PH2]c1ccc2c(c1)C(=O)NC2=O.CCOC(=O)OC.CCOC(=O)OC
Strongest force on any atom: 0.024 Eh/bohr
Gap between HOMO and LUMO: 8.432 eV
ΔE to the lowest compared entry with this formula, charge and spin: 0.0 kJ/mol
Highest occupied orbital energy: -9.2 eV

Record 2
Here is a 2-piece molecular cluster, CH5OS overall from the Open Molecules 2025 dataset. Energies are from ωB97M-V/def2-TZVPD.

Each line ends with the Löwdin charge.
Element x y z (Å)
S 1.71 -0.04 -0.43  -0.121
H 1.81 -1.36 -0.64  -0.435
C -1.94 0.04 -0.06  -0.231
O -1.02 0.15 1.01  -0.238
H -1.46 -0.37 -0.95  0.050
H -2.36 1.01 -0.32  0.055
H -2.74 -0.64 0.24  0.054
H -0.11 0.15 0.58  -0.134

Results
Strongest force on any atom: 0.013 Eh/bohr
Gap between HOMO and LUMO: 7.281 eV
ΔE to the lowest compared entry with this formula, charge and spin: 9.7 kJ/mol
Charge: -1
Highest occupied orbital energy: -2.9 eV

Record 3
Here is C48H42BiN5O2P2SiTe as an isolated structure from the Open Molecules 2025 dataset. Energies are from ωB97M-V/def2-TZVPD.

Each line ends with the Löwdin charge.
Element x y z (Å)
Bi 0.54 -0.03 -0.36  1.258
Te -2.95 -1.46 -2.85  1.244
C -4.76 -0.92 -3.80  -0.547
C -4.92 -1.03 -5.18  -0.140
C -6.12 -0.62 -5.74  -0.164
N -7.14 -0.13 -5.04  0.048
C -6.97 -0.03 -3.72  -0.154
C -5.82 -0.41 -3.06  -0.124
C -2.93 0.21 -1.55  -0.961
P -1.46 1.12 -1.88  0.674
C -1.27 1.33 -3.68  -0.401
C -0.14 0.91 -4.37  -0.119
C -0.07 1.04 -5.75  -0.077
C -1.14 1.58 -6.45  -0.080
C -2.27 2.00 -5.76  -0.070
C -2.34 1.88 -4.38  -0.093
C -1.60 2.86 -1.35  -0.348
C -0.44 3.62 -1.18  -0.108
C -0.52 4.97 -0.88  -0.062
C -1.77 5.58 -0.77  -0.072
C -2.92 4.83 -0.98  -0.066
C -2.84 3.48 -1.27  -0.092
P -2.82 -0.28 0.23  0.866
C -3.59 1.15 1.10  -0.387
C -4.77 1.75 0.68  -0.145
C -5.31 2.82 1.39  -0.084
C -4.66 3.31 2.52  -0.084
C -3.48 2.72 2.94  -0.077
C -2.95 1.64 2.24  -0.106
C -4.07 -1.60 0.51  -0.386
C -3.64 -2.92 0.34  -0.157
C -4.49 -3.99 0.57  -0.087
C -5.79 -3.76 0.99  -0.093
C -6.23 -2.46 1.20  -0.086
C -5.37 -1.39 0.97  -0.087
H -4.12 -1.40 -5.81  0.090
H -6.27 -0.69 -6.82  0.100
H -7.81 0.36 -3.16  0.101
H -5.74 -0.31 -1.98  0.076
H 0.69 0.47 -3.83  0.054
H 0.81 0.71 -6.28  0.104
H -1.09 1.67 -7.53  0.103
H -3.12 2.42 -6.30  0.108
H -3.23 2.19 -3.85  0.108
H 0.53 3.15 -1.26  0.048
H 0.39 5.53 -0.73  0.100
H -1.83 6.63 -0.53  0.103
H -3.89 5.31 -0.91  0.106
H -3.73 2.90 -1.44  0.089
H -5.27 1.38 -0.21  0.096
H -6.24 3.27 1.05  0.103
H -5.07 4.15 3.05  0.100
H -2.96 3.10 3.81  0.103
H -2.03 1.17 2.57  0.086
H -2.61 -3.10 0.05  0.080
H -4.13 -5.00 0.42  0.102
H -6.46 -4.60 1.17  0.099
H -7.23 -2.28 1.54  0.101
H -5.73 -0.39 1.16  0.085
C -0.27 -3.99 4.17  -0.010
N 0.62 -2.86 3.92  -0.047
C 1.56 -2.47 4.81  -0.054
C 2.34 -1.40 4.60  -0.009
C 2.10 -0.68 3.38  -0.384
N 1.24 -1.07 2.48  0.124
C 0.46 -2.18 2.69  -0.518
O -0.34 -2.60 1.89  0.005
N 2.77 0.48 3.12  0.163
H 0.09 -4.53 5.04  0.087
H -0.27 -4.64 3.30  0.094
H -1.28 -3.64 4.34  0.102
H 1.63 -3.07 5.71  0.131
H 3.09 -1.09 5.31  0.105
H 3.27 0.93 3.87  0.107
H 2.33 1.07 2.43  0.046
C 6.22 -1.82 -1.43  -0.092
C 5.83 -1.18 -0.26  -0.087
C 4.77 -0.27 -0.28  -0.110
C 4.09 0.02 -1.47  -0.357
C 4.50 -0.64 -2.63  -0.120
C 5.55 -1.55 -2.62  -0.089
Si 2.65 1.22 -1.54  0.544
C 3.11 2.90 -0.85  -0.346
C 3.06 4.01 -1.69  -0.128
C 3.38 5.28 -1.24  -0.091
C 3.77 5.47 0.08  -0.086
C 3.84 4.38 0.94  -0.078
C 3.51 3.11 0.48  -0.112
H 7.04 -2.52 -1.41  0.101
H 6.34 -1.38 0.67  0.101
H 4.48 0.20 0.65  0.079
H 4.00 -0.44 -3.57  0.089
H 5.85 -2.05 -3.53  0.102
H 2.46 1.48 -2.99  -0.020
H 2.76 3.88 -2.73  0.096
H 3.33 6.13 -1.91  0.105
H 4.02 6.46 0.44  0.102
H 4.14 4.51 1.97  0.103
H 3.57 2.28 1.16  0.068
O -0.14 3.27 2.57  0.098
C 0.17 2.42 1.81  -0.519
N 0.55 1.58 1.06  -0.168

Results
Strongest force on any atom: 0.014 Eh/bohr
Gap between HOMO and LUMO: 6.639 eV
ΔE to the lowest compared entry with this formula, charge and spin: 0.0 kJ/mol
Highest occupied orbital energy: -6.7 eV

Record 4
Here is an isolated ion of composition C4H9NO and charge +1 in a non-equilibrium geometry from the Open Molecules 2025 dataset. Energies are from ωB97M-V/def2-TZVPD.

Each line ends with the Mulliken spin population.
Element x y z (Å)
O 0.76 -0.23 -2.86  0.026
C 1.11 0.16 -1.78  0.006
C 0.14 0.66 -0.73  0.010
C 0.12 -0.23 0.48  0.105
C -1.06 0.12 1.47  0.029
N -0.89 -0.45 2.74  0.742
H 2.18 0.22 -1.51  0.004
H 0.39 1.69 -0.45  -0.002
H -0.86 0.83 -1.15  0.001
H 1.07 -0.31 1.01  0.000
H -0.02 -1.29 0.24  0.011
H -0.94 1.20 1.54  0.091
H -2.01 -0.14 1.02  0.002
H -1.59 -1.14 3.02  -0.016
H 0.06 -0.72 2.99  -0.010

Results
Strongest force on any atom: 0.036 Eh/bohr
Gap between HOMO and LUMO (alpha / beta): 10.024 / 4.501 eV
ΔE to the lowest compared entry with this formula, charge and spin: 154.2 kJ/mol
Charge: +1
Highest occupied orbital energy (alpha / beta): -13.7 / -13.5 eV
2S+1: 2

The lowest strongest force on any atom belongs to which entry?
CH5OS

What is the ΔE to the lowest compared entry with this formula, charge and spin in the first record?
0.0 kJ/mol

What is the ΔE to the lowest compared entry with this formula, charge and spin in the fourth record?
154.2 kJ/mol